No. 1
C39H41Cl2N4P2S3SiTl as an isolated structure at a distorted geometry, computed with wB97M-V/def2-TZVPD.

Values from the calculation:
spin multiplicity = 1
HOMO-LUMO gap = 4.90 eV
strongest force on any atom = 1.48 eV Å⁻¹
charge = -2
molecular weight = 1027.31 u
calculated total energy = -135772.2837 eV

Last column: Löwdin charge in e.
Element x y z (Å)
Tl: 0.03457 -0.93325 -1.62923  0.49
S: 3.08084 0.80698 0.41652  0.14
P: 1.48343 1.86560 1.01053  0.31
C: -0.14083 1.37459 1.18877  -0.54
P: -0.52506 -0.06645 2.01735  0.32
S: -0.69686 -1.87685 1.14076  0.13
C: 0.44238 -0.34152 3.56743  -0.32
C: -0.00480 0.02167 4.83792  -0.09
C: 0.85143 -0.03133 5.93369  -0.11
C: 2.16613 -0.44402 5.77106  -0.12
C: 2.61856 -0.81669 4.50996  -0.09
C: 1.76456 -0.76999 3.41798  -0.12
C: -2.19991 0.28182 2.72533  -0.35
C: -2.74363 1.55979 2.66863  -0.10
C: -4.00693 1.81692 3.19625  -0.11
C: -4.73941 0.79543 3.78809  -0.13
C: -4.20696 -0.48785 3.83941  -0.11
C: -2.94895 -0.74149 3.30664  -0.12
C: 2.07008 2.85330 2.48464  -0.32
C: 1.15852 3.24791 3.45876  -0.10
C: 1.57688 3.96729 4.57432  -0.10
C: 2.91506 4.30950 4.72070  -0.13
C: 3.83092 3.92837 3.74844  -0.11
C: 3.41131 3.20334 2.63912  -0.12
C: 1.27774 3.26486 -0.19818  -0.32
C: 0.31705 4.24677 0.05774  -0.09
C: 0.01757 5.21116 -0.89517  -0.13
C: 0.66669 5.20094 -2.13056  -0.15
C: 1.62537 4.23169 -2.39107  -0.11
C: 1.93231 3.27405 -1.42504  -0.11
H: -1.02366 0.36349 4.97157  0.09
H: 0.49538 0.26008 6.91598  0.09
H: 2.84264 -0.47170 6.61935  0.08
H: 3.64781 -1.13503 4.38087  0.10
H: 2.12051 -1.04762 2.43099  0.05
H: -2.15447 2.33970 2.19682  0.07
H: -4.42122 2.81955 3.14825  0.09
H: -5.72039 0.99778 4.20588  0.08
H: -4.77797 -1.29186 4.29305  0.09
H: -2.53183 -1.74244 3.32717  0.08
H: 0.11980 2.96436 3.32879  0.08
H: 0.85533 4.25495 5.33228  0.09
H: 3.23935 4.87856 5.58651  0.08
H: 4.87823 4.19409 3.85909  0.09
H: 4.11742 2.88232 1.88146  0.05
H: -0.20290 4.23085 1.00736  0.09
H: -0.73577 5.96535 -0.68225  0.09
H: 0.42085 5.94171 -2.88731  0.09
H: 2.12312 4.20429 -3.35494  0.09
H: 2.67396 2.50841 -1.61837  0.05
C: -3.46298 -2.29217 -3.36980  -0.04
C: -2.41447 -3.36467 -3.24042  -0.36
C: -2.59471 -4.61859 -3.80820  -0.09
C: -1.55483 -5.54554 -3.67696  -0.11
C: -0.41324 -5.21321 -2.99334  -0.06
C: -0.28651 -3.91785 -2.38816  -0.52
N: -1.31500 -3.03278 -2.55974  0.03
N: 0.76141 -3.48437 -1.67925  -0.14
Si: 1.94875 -4.49475 -1.00638  0.34
C: 2.94534 -3.63853 0.33033  -0.18
C: 1.22502 -6.03193 -0.14835  -0.18
C: 3.21515 -5.09259 -2.30425  -0.19
H: -4.39626 -2.69897 -3.76661  0.07
H: -3.10656 -1.50850 -4.04222  0.04
H: -3.64408 -1.82747 -2.39841  0.08
H: -3.50623 -4.85811 -4.34480  0.08
H: -1.65014 -6.53437 -4.11444  0.09
H: 0.40491 -5.91793 -2.91267  0.07
H: 2.33497 -3.50049 1.23093  0.02
H: 3.28063 -2.64663 0.01026  0.02
H: 3.82367 -4.24093 0.59661  0.02
H: 0.37993 -5.70185 0.46801  0.03
H: 1.96083 -6.50822 0.51055  0.02
H: 0.84484 -6.79213 -0.83768  0.01
H: 3.67966 -4.23011 -2.79643  0.01
H: 2.73814 -5.70126 -3.08090  0.01
H: 4.01495 -5.68831 -1.84560  0.01
S: -1.38478 0.95349 -4.49630  0.59
C: -2.51830 2.11105 -4.19096  -0.85
N: -2.10547 3.22913 -3.46147  0.07
C: -2.90718 4.25553 -3.18940  -0.08
C: -4.20116 4.22211 -3.60321  -0.07
C: -4.62097 3.04930 -4.26837  -0.15
N: -3.84196 2.04762 -4.54920  0.06
H: -1.14693 3.20332 -3.11326  0.13
H: -2.47454 5.07822 -2.63891  0.12
H: -4.87553 5.04098 -3.40446  0.09
H: -5.65619 2.93596 -4.57617  0.10
Cl: 3.21019 -1.16241 -6.60879  0.47
C: 2.80279 -1.88459 -5.03176  -1.00
Cl: 1.08375 -1.80760 -4.67121  0.52
H: 3.32937 -1.33612 -4.26264  0.03
H: 3.09948 -2.92305 -5.05933  0.01

Forces on atoms 1 to 2 (eV/Å):
0.12 0.13 0.78
0.04 -0.24 -0.15

=====

No. 2
C14H28BrClO2Zr as an isolated structure at a distorted geometry, computed with wB97M-V/def2-TZVPD.

Values from the calculation:
spin multiplicity = 1
HOMO-LUMO gap = 2.45 eV
strongest force on any atom = 2.54 eV Å⁻¹
charge = +4
molecular weight = 434.96 u
calculated total energy = -102856.3537 eV

Last column: Löwdin charge in e.
Element x y z (Å)
C: -3.80042 4.76176 -1.15685  -0.08
C: -2.30506 4.77708 -1.47300  -0.24
C: -1.63856 3.38023 -1.41103  -0.62
Cl: 0.08079 3.60579 -0.94560  0.72
C: -2.26092 2.42464 -0.40648  -0.19
O: -1.42896 1.23900 -0.39084  -0.13
C: -1.46451 0.33398 0.58385  -0.27
C: -0.74285 -0.93818 0.13063  -0.28
O: 0.65527 -0.64138 0.36432  -0.03
C: 1.54028 -0.80562 -0.67704  -0.16
C: 2.81697 -0.07430 -0.52866  0.12
C: 3.82420 -1.31221 0.26845  -0.13
C: 3.55746 -0.70705 1.68652  0.10
C: 5.12922 -1.37530 -0.43602  0.04
C: -1.28760 -2.19910 0.77879  -0.53
Br: -1.61824 -1.90678 2.75768  0.86
C: -0.52647 -3.49691 0.59628  -0.27
C: -1.28258 -4.75357 1.03629  -0.06
H: -4.00354 4.62961 -0.09530  0.08
H: -4.35627 4.01616 -1.72483  0.08
H: -4.19321 5.73949 -1.43411  0.10
H: -2.12140 5.16320 -2.47495  0.13
H: -1.79151 5.45078 -0.78966  0.11
H: -1.63073 2.93451 -2.40445  0.12
H: -3.25934 2.13735 -0.74489  0.14
H: -2.30350 2.87781 0.58612  0.14
H: -2.56500 -0.04360 0.84206  -0.03
H: -1.05656 0.68382 1.54101  0.15
H: -0.92895 -1.05466 -0.94169  0.19
H: 1.57728 -1.84092 -1.04396  0.18
H: 1.24054 -0.19353 -1.58987  0.25
H: 3.36148 0.05763 -1.46451  0.16
H: 2.72518 0.87249 -0.00598  0.16
H: 3.41866 -2.32174 0.36017  0.16
H: 2.64155 -1.06611 2.14037  0.11
H: 4.44861 -1.25768 2.08089  0.20
H: 3.67042 0.36654 1.77579  0.12
H: 5.13617 -1.31233 -1.53348  0.15
H: 5.72983 -0.51088 -0.12249  0.15
H: 5.57992 -2.35086 -0.21746  0.15
H: -2.29690 -2.34459 0.36817  0.10
H: 0.41763 -3.40937 1.14112  0.12
H: -0.28595 -3.55023 -0.47178  0.14
H: -1.14499 -5.55588 0.31594  0.10
H: -2.35978 -4.59181 1.11902  0.08
H: -0.93016 -5.11058 2.00131  0.10
Zr: -3.96750 -0.72671 2.01013  1.52

Forces on atoms 1 to 2 (eV/Å):
0.06 0.22 -0.19
0.01 -0.34 0.01

=====

No. 3
C37H50AsN3O2PPtSe2 as an isolated structure, computed with wB97M-V/def2-TZVPD.

Values from the calculation:
spin multiplicity = 1
HOMO-LUMO gap = 6.31 eV
strongest force on any atom = 0.58 eV Å⁻¹
charge = +1
molecular weight = 1027.72 u
calculated total energy = -251808.7479 eV

Last column: Löwdin charge in e.
Element x y z (Å)
Pt: -0.99014 -0.32249 1.22691  0.12
O: -6.42103 -0.29198 4.34597  -0.04
C: -5.87392 -1.16940 3.37213  -0.21
C: -4.34579 -1.01258 3.38247  -0.60
C: -3.83928 -1.17824 4.81465  -0.25
O: -4.25156 -2.40647 5.39241  -0.04
C: -3.79524 -2.07746 2.44424  -0.49
Se: -1.84746 -2.22020 2.31675  0.64
C: -4.01299 0.36030 2.82518  -0.50
Se: -2.13136 0.87537 2.88597  0.62
H: -7.38065 -0.31548 4.28774  0.10
H: -6.25783 -0.93861 2.37148  0.14
H: -6.12814 -2.21000 3.59977  0.13
H: -4.16910 -0.33143 5.42184  0.13
H: -2.75071 -1.18338 4.81223  0.06
H: -5.13295 -2.27649 5.75745  0.09
H: -4.17015 -1.91673 1.43352  0.07
H: -4.09946 -3.07213 2.77639  0.08
H: -4.54782 1.13433 3.37981  0.08
H: -4.32089 0.42581 1.78142  0.07
N: 2.85661 -0.00052 5.65965  0.04
C: 3.41016 -1.34193 5.36165  -0.36
C: 2.27140 -2.36626 5.38983  -0.10
C: 1.33736 -2.22005 4.19845  -0.29
N: 0.59620 -0.90599 4.30513  0.16
C: 2.08990 -2.28094 2.87348  -0.10
C: 3.23984 -1.27846 2.78219  -0.37
N: 2.66749 0.06847 2.63492  0.07
C: 4.13304 -1.35736 4.01652  -0.11
H: 2.76160 0.12069 6.66245  0.10
H: 1.27012 -0.15682 4.59095  0.11
H: 3.48636 0.72494 5.33712  0.09
H: 4.14450 -1.63330 6.12088  0.14
H: 1.72011 -2.29683 6.33009  0.13
H: 2.67612 -3.38143 5.35257  0.13
H: 0.55863 -2.98445 4.20409  0.13
H: -0.17574 -0.95085 4.96894  0.14
H: 0.18660 -0.69259 3.38314  -0.01
H: 1.40497 -2.14493 2.02959  0.09
H: 2.47681 -3.30048 2.78603  0.14
H: 3.85417 -1.55413 1.91574  0.12
H: 2.04310 0.08994 1.83088  0.04
H: 3.39240 0.75477 2.45263  0.09
H: 4.89001 -0.56833 3.99285  0.12
H: 4.68918 -2.29775 3.95595  0.13
C: -0.93063 -0.18646 -2.19184  -0.41
C: -0.32148 -0.24212 -3.58101  -0.44
As: -1.64751 0.24343 -4.96595  1.30
C: -0.37689 0.65613 -6.39169  -0.43
C: 0.84241 -0.00287 -6.51054  -0.12
C: 1.69871 0.28325 -7.56719  -0.09
C: 1.34450 1.23014 -8.51437  -0.09
C: 0.12671 1.88684 -8.40569  -0.08
C: -0.72970 1.59766 -7.35506  -0.12
C: -1.89176 2.05059 -4.27082  -0.43
C: -0.83690 2.95734 -4.17591  -0.11
C: -1.02800 4.19266 -3.58022  -0.08
C: -2.27540 4.53590 -3.07143  -0.08
C: -3.32966 3.64352 -3.16626  -0.08
C: -3.13727 2.40303 -3.76642  -0.13
P: 0.24226 -0.01929 -0.80089  0.88
C: 1.08634 1.55113 -1.08780  -0.37
C: 0.69231 2.65237 -0.33414  -0.10
C: 1.24006 3.90137 -0.58764  -0.07
C: 2.17950 4.05879 -1.59260  -0.07
C: 2.57691 2.96509 -2.35422  -0.06
C: 2.03075 1.71723 -2.10546  -0.11
C: 1.45644 -1.37008 -0.94071  -0.37
C: 2.81878 -1.18499 -0.71230  -0.11
C: 3.68387 -2.27177 -0.70656  -0.09
C: 3.19846 -3.55227 -0.92180  -0.07
C: 1.84085 -3.74582 -1.13773  -0.07
C: 0.97534 -2.66472 -1.14200  -0.10
H: -1.55735 -1.05836 -1.98451  0.08
H: -1.58250 0.68607 -2.06084  0.07
H: 0.07532 -1.23643 -3.78974  0.06
H: 0.48840 0.48038 -3.69085  0.04
H: 1.14507 -0.75127 -5.78883  0.09
H: 2.64286 -0.23974 -7.64896  0.10
H: 2.01050 1.45313 -9.33705  0.10
H: -0.15871 2.62596 -9.14282  0.11
H: -1.67546 2.12369 -7.28548  0.10
H: 0.13688 2.70401 -4.58082  0.10
H: -0.20460 4.89227 -3.51592  0.10
H: -2.42447 5.50358 -2.61077  0.10
H: -4.30508 3.91094 -2.78146  0.10
H: -3.96885 1.71141 -3.84104  0.09
H: -0.04433 2.53139 0.45490  0.08
H: 0.92763 4.75034 0.00577  0.11
H: 2.60464 5.03476 -1.78585  0.11
H: 3.30738 3.08432 -3.14312  0.11
H: 2.34280 0.87122 -2.70326  0.11
H: 3.21264 -0.19381 -0.53409  0.10
H: 4.74129 -2.11062 -0.54089  0.11
H: 3.87425 -4.39693 -0.92382  0.11
H: 1.45257 -4.74159 -1.30509  0.11
H: -0.08434 -2.83893 -1.29127  0.11

Forces on atoms 1 to 2 (eV/Å):
-0.10 0.31 -0.48
-0.02 0.00 0.02